(1)
Molecular formula: C18H34FO12S2Tl
Method: DFT, the ωB97M-V functional and the def2-TZVPD basis

XYZ file:
```
68
Properties=species:S:1:pos:R:3:mulliken_charge:R:1
Tl 3.12 -0.04 -0.39 1.117
F 0.31 -0.15 0.29 -0.711
O -1.91 -0.55 4.48 -0.544
C -2.10 -0.52 3.30 0.661
O -2.07 0.70 2.68 -0.215
C -2.11 0.55 1.24 1.501
C -2.98 -0.67 1.14 -0.597
C -2.55 -1.60 2.33 -0.387
H -1.08 0.40 0.88 -1.019
H -2.53 1.40 0.70 0.509
H -2.78 -1.15 0.17 0.015
H -4.04 -0.45 1.23 0.501
H -1.82 -2.35 2.02 0.224
H -3.48 -2.08 2.58 0.429
O 1.58 -2.55 -0.87 -0.552
C 0.57 -2.88 -1.45 0.353
O 0.54 -2.98 -2.78 -0.298
C -0.77 -3.42 -3.19 -0.102
C -1.73 -3.07 -2.04 -0.910
C -0.79 -3.02 -0.83 1.091
H -0.73 -4.48 -3.48 0.364
H -1.15 -2.99 -4.12 0.003
H -2.30 -4.00 -1.93 0.358
H -2.42 -2.24 -2.14 0.406
H -0.80 -3.95 -0.27 0.542
H -1.03 -2.15 -0.23 -1.160
O 2.32 -1.05 2.17 -0.287
C 1.92 -0.80 3.28 0.417
O 2.31 -1.38 4.36 -0.404
C 1.48 -1.21 5.53 -0.456
C 0.56 -0.02 5.16 -0.499
C 0.77 0.17 3.62 1.000
H 2.07 -0.97 6.41 0.324
H 1.02 -2.18 5.67 0.289
H 0.85 0.87 5.70 0.349
H -0.50 -0.17 5.38 0.444
H 0.96 1.23 3.56 0.041
H -0.09 -0.09 3.00 -1.011
O 1.60 0.09 -3.01 -0.568
S 0.55 0.65 -3.86 1.088
O 0.85 1.82 -4.63 -0.621
O -0.05 -0.51 -4.79 -0.217
C 0.86 -1.18 -5.66 -0.326
C 0.09 -1.94 -6.74 -1.245
C -0.86 1.00 -2.76 -0.544
H 1.56 -1.80 -5.10 0.352
H 1.37 -0.45 -6.30 0.445
H -0.79 -2.44 -6.33 0.284
H 0.77 -2.71 -7.13 0.377
H -0.12 -1.43 -7.68 0.375
H -0.33 1.36 -1.88 -0.065
H -1.50 0.14 -2.66 0.193
H -1.35 1.82 -3.29 0.522
O 2.85 3.63 3.61 -0.590
S 2.52 3.21 2.27 1.015
O 2.74 1.83 1.86 -0.472
O 0.92 3.61 2.00 -0.419
C 0.33 3.13 0.82 1.098
C -1.01 3.90 0.79 -1.476
C 3.29 4.45 1.16 -0.939
H 0.19 2.05 0.77 -0.502
H 0.86 3.42 -0.11 0.391
H -1.58 3.98 -0.13 0.375
H -1.00 4.90 1.23 0.381
H -1.59 3.35 1.54 0.249
H 2.59 4.62 0.36 0.333
H 4.17 3.98 0.74 0.361
H 3.41 5.35 1.75 0.362
```

As for the total charge: +2.

(2)
Molecular formula: C15H25NO4
Method: DFT, the ωB97M-V functional and the def2-TZVPD basis

XYZ file:
```
45
Properties=species:S:1:pos:R:3:mulliken_charge:R:1
C -3.62 -2.66 -1.00 -1.019
C -4.25 -2.06 0.10 -0.341
O -4.49 -0.58 -0.08 -0.445
C -3.56 0.19 0.08 0.836
C -3.89 1.37 -0.34 -0.622
C -3.03 2.45 0.01 -0.216
C -1.77 2.10 0.57 0.503
C -1.40 0.93 0.57 -0.587
C -2.39 -0.06 0.45 -0.101
H -2.02 -1.15 0.78 -0.086
H -0.45 0.82 1.03 0.390
O -0.94 3.39 0.42 -0.446
C 0.50 2.94 0.89 -0.510
C 1.50 2.83 -0.06 -0.495
O 1.38 1.34 -0.46 0.132
C 2.10 0.86 -1.29 -0.642
C 3.71 0.65 -1.03 -0.755
N 3.94 0.14 0.27 -0.132
H 3.35 0.53 0.79 0.287
C 4.17 -1.18 0.33 -0.778
C 2.90 -2.11 0.02 -0.329
O 1.94 -1.63 1.30 -0.372
C 0.82 -2.26 1.13 -1.449
H 0.23 -2.08 0.32 0.567
H 0.24 -1.85 1.68 0.837
H 1.02 -3.44 1.13 0.189
H 3.23 -3.35 0.21 0.357
H 2.49 -1.82 -0.90 0.217
H 4.60 -1.49 1.28 0.399
H 4.92 -1.54 -0.52 0.335
H 4.09 1.94 -1.11 0.211
H 4.15 0.25 -2.01 0.324
H 2.05 1.57 -2.28 0.283
H 1.74 -0.23 -1.66 0.173
H 2.45 2.95 0.25 0.538
H 1.28 3.50 -0.97 0.269
H 0.78 4.11 1.22 0.279
H 0.52 2.41 2.08 0.254
H -3.22 3.61 -0.25 0.232
H -5.03 1.91 -0.44 0.160
H -5.32 -2.57 0.35 0.282
H -4.01 -2.17 1.28 0.295
H -3.65 -3.78 -0.90 0.344
H -4.28 -2.64 -1.97 0.264
H -2.79 -2.15 -1.28 0.367
```

As for the total charge: 0. The energy above the lowest of the compared OMol25 structures with the same formula, charge and spin is 377.61 kcal/mol.

(3)
Molecular formula: C3HCl3O
Method: DFT, the ωB97M-V functional and the def2-TZVPD basis

XYZ file:
```
8
Properties=species:S:1:pos:R:3:mulliken_charge:R:1
C 1.65 0.64 -0.12 0.569
C -0.13 -0.17 -0.04 -0.556
C -1.51 -0.15 0.08 0.514
O 1.83 1.79 -0.25 -0.351
Cl 2.72 -0.56 0.33 -0.094
Cl -2.48 -1.57 0.06 -0.153
Cl -2.45 1.24 0.08 -0.149
H 0.37 -1.22 -0.13 0.220
```

As for the total charge: 0. The energy above the lowest of the compared OMol25 structures with the same formula, charge and spin is 60.38 kcal/mol.

The calculation returns the following HOMO level values, one per record and in order: -0.5795 -0.2972 -0.3577 hartree.